A 6-piece molecular cluster, C46H84Cl2FN4O13S5 overall in a non-equilibrium geometry. Source: the OMol25 dataset; level of theory: ωB97M-V/def2-TZVPD.

Computed properties:
Max |F| = 0.163 hartree/bohr
Calculated total energy = -6010.6333 Eh
E_HOMO = -0.3367 Ha
Total charge = +1

Geometry (Å):
C1 -0.1266 5.8925 -1.4711
O1 0.3633 5.4008 -2.8009
C2 0.0114 3.9424 -2.7547
C3 1.3962 3.1536 -2.3738
C4 1.1989 1.7809 -1.4970
N1 0.0237 1.8189 -0.5244
C5 0.3514 2.4373 0.8517
C6 0.7865 1.2867 1.9672
C7 2.3871 1.3653 2.3894
C8 3.2582 0.0772 1.7790
O2 4.1359 0.2976 0.7756
O3 3.1436 -1.3047 2.2834
C9 -1.2569 1.3396 -0.8355
N2 -2.2932 1.5139 0.2416
C10 -3.6744 1.0577 -0.1509
C11 -3.8866 1.1348 -1.7764
C12 -5.4288 0.9317 -2.2875
C13 -6.1271 2.2715 -2.9383
C14 -6.0131 3.6186 -1.9909
F1 -5.6988 2.5872 -4.3204
C15 -2.7854 0.1161 -2.4375
C16 -2.7042 -1.3682 -1.7199
C17 -4.1466 -2.1126 -1.5113
C18 -4.7756 -2.7811 -2.8927
C19 -6.1509 -3.5930 -2.3951
N3 -7.2406 -2.5920 -1.9575
C20 -8.0303 -1.6245 -2.8395
C21 -9.1009 -0.7241 -1.9702
C22 -8.9606 -1.1777 -0.3944
C23 -7.7873 -2.3414 -0.5666
C24 -2.9263 0.0037 -4.1010
Cl1 -2.6130 1.7619 -4.7222
C25 -1.7608 -0.9194 -4.7914
C26 -0.9041 -0.1699 -5.9830
Cl2 -2.5807 -2.4398 -5.5317
N4 -1.4194 0.7571 -2.2123
H1 -1.3137 5.9707 -1.4358
H2 0.2055 5.1689 -0.5823
H3 0.2740 6.9584 -1.1995
H4 -0.8485 3.8556 -1.9661
H5 -0.4285 3.6428 -3.8231
H6 2.1417 3.9212 -1.8977
H7 1.8877 2.8178 -3.4074
H8 2.1699 1.6906 -0.8080
H9 1.2187 0.8427 -2.1949
H10 -0.4782 3.1711 1.2325
H11 1.3289 3.1060 0.7016
H12 0.0721 1.3046 2.9224
H13 0.6558 0.2483 1.4087
H14 2.5369 1.4319 3.5718
H15 2.9337 2.3267 1.9547
H16 3.8928 -1.8478 1.8501
H17 -2.3919 2.5646 0.3826
H18 -4.4352 1.8501 0.3168
H19 -3.9864 0.0199 0.3318
H20 -3.5753 2.2426 -2.0950
H21 -6.0698 0.6749 -1.3134
H22 -5.6020 0.0390 -3.0235
H23 -7.2941 2.0282 -3.0038
H24 -5.9403 3.3930 -0.8439
H25 -6.9053 4.3460 -2.2726
H26 -5.0000 4.1543 -2.3199
H27 -2.0066 -2.1359 -2.2944
H28 -2.2181 -1.2717 -0.6337
H29 -3.9402 -3.0407 -0.7890
H30 -4.9575 -1.4621 -0.9377
H31 -4.0624 -3.5757 -3.3893
H32 -5.1493 -1.9945 -3.6741
H33 -5.9316 -4.2942 -1.4753
H34 -6.6292 -4.2007 -3.2784
H35 -7.9594 -1.4585 -4.0036
H36 -9.8760 0.0912 -2.3018
H37 -9.5361 -0.8099 0.5562
H38 -7.4681 -2.8721 0.4294
H39 -3.9952 -0.3167 -4.4500
H40 -0.9469 -1.3214 -4.0165
H41 -0.2046 -1.0150 -6.4539
H42 -0.1400 0.6356 -5.5461
H43 -1.5515 0.2361 -6.8692
H44 -0.7553 -0.0747 -2.2354
C27 6.5853 -1.8142 -3.3065
C28 6.7378 -1.8655 -1.7871
C29 5.4035 -1.4389 -1.1776
S1 4.1468 -1.8775 -2.3693
O4 3.5393 -0.6611 -2.8668
O5 3.3624 -2.9804 -1.8511
C30 5.2622 -2.5005 -3.6116
H45 7.4197 -2.3058 -3.8153
H46 6.5526 -0.7700 -3.6398
H47 6.9731 -2.8914 -1.4786
H48 7.5535 -1.2234 -1.4404
H49 5.2074 -1.9573 -0.2356
H50 5.3615 -0.3572 -1.0233
H51 4.8786 -2.2708 -4.6072
H52 5.3403 -3.5836 -3.4783
C31 -0.5300 -4.1016 -10.1651
C32 0.9141 -4.0763 -10.6635
C33 1.7758 -3.4965 -9.5430
S2 0.9392 -3.8905 -8.0144
O6 0.4993 -2.6562 -7.3988
O7 1.7070 -4.8861 -7.2935
C34 -0.4715 -4.6834 -8.7605
H53 -1.1751 -4.6953 -10.8195
H54 -0.9278 -3.0803 -10.1324
H55 1.2404 -5.0990 -10.8881
H56 1.0149 -3.4905 -11.5825
H57 2.7753 -3.9386 -9.5345
H58 1.8504 -2.4081 -9.6178
H59 -1.3686 -4.4797 -8.1734
H60 -0.2750 -5.7594 -8.7878
C35 3.5075 3.6753 8.2803
C36 3.6488 2.2463 7.7580
C37 2.3895 1.9249 6.9551
S3 1.7905 3.4835 6.3197
O8 0.5110 3.7700 6.9336
O9 1.9878 3.5208 4.8844
C38 3.0298 4.5020 7.0958
H61 4.4511 4.0561 8.6818
H62 2.7613 3.7032 9.0833
H63 4.5285 2.1817 7.1061
H64 3.7911 1.5298 8.5730
H65 2.6048 1.2515 6.1216
H66 1.6093 1.4951 7.5893
H67 2.5969 5.4604 7.3875
H68 3.8363 4.6570 6.3729
C39 7.5403 -0.9995 9.0248
C40 8.4973 -0.0590 9.7559
C41 8.4733 1.2808 9.0221
S4 6.8608 1.4062 8.2633
O10 7.0259 1.3875 6.8251
O11 6.0924 2.4302 8.9426
C42 6.2727 -0.1931 8.7848
H69 7.3373 -1.9041 9.6055
H70 7.9797 -1.3027 8.0670
H71 8.1545 0.0797 10.7884
H72 9.5118 -0.4674 9.7991
H73 8.6174 2.1184 9.7093
H74 9.2249 1.3162 8.2287
H75 5.6288 -0.6236 8.0159
H76 5.7110 -0.0565 9.7138
C43 -2.1215 -0.7097 4.9942
C44 -1.9223 -2.1384 4.4907
C45 -3.3063 -2.7284 4.2253
S5 -4.3688 -1.3494 3.8239
O12 -5.3660 -1.2179 4.8652
O13 -4.7181 -1.4098 2.4186
C46 -3.1399 -0.0798 4.0556
H77 -1.1829 -0.1480 5.0042
H78 -2.5157 -0.7299 6.0173
H79 -1.3445 -2.1194 3.5586
H80 -1.3649 -2.7469 5.2097
H81 -3.2905 -3.4306 3.3879
H82 -3.7096 -3.2191 5.1154
H83 -3.6037 0.8189 4.4655
H84 -2.6948 0.1370 3.0799

Mulliken atomic charge list, values in e, 6 entries: -0.38 -0.44 0.31 -0.58 -0.38 1.20


C6H8LiO6Tl as an isolated structure in a non-equilibrium geometry. Source: the OMol25 dataset; level of theory: ωB97M-V/def2-TZVPD.

Computed properties:
Max |F| = 0.027 hartree/bohr
Calculated total energy = -864.8830 Eh
E_HOMO = -0.3046 Ha
Relative energy (zero: lowest compared OMol25 entry of this formula, charge and spin) = 3.0 kcal per mole

Geometry (Å):
O1 -0.3259 2.5578 1.4618
C1 2.8861 0.0190 1.3234
C2 0.5772 1.7391 1.3905
O2 3.3225 -0.0599 0.1639
O3 2.8993 1.2892 1.8206
C3 1.6741 1.6551 2.4161
H1 0.7170 1.1305 0.4745
H2 -0.2573 -3.0363 -0.7740
H3 1.3856 0.9622 3.2190
H4 1.8065 2.6629 2.8418
Tl1 -2.3185 2.7990 -0.1013
Li1 3.0077 -1.8872 0.5561
O4 -1.3432 -0.4792 -2.4571
C4 -1.8536 0.5410 -1.7362
C5 -1.5645 -1.8112 -2.0064
O5 -1.4882 1.6907 -2.0806
O6 -2.5873 0.3079 -0.7466
C6 -0.8468 -2.1086 -0.7022
H5 -1.1786 -2.4501 -2.8091
H6 -2.6419 -1.9943 -1.9028
H7 -1.6005 -2.3309 0.0687
H8 -0.2695 -1.1967 -0.4201

natural (NBO) atomic charge list, values in e, 6 entries: -0.59 0.20 0.45 -0.79 -0.55 -0.19


C51H40ClN5NiOS3 as an isolated structure in a non-equilibrium geometry. Source: the OMol25 dataset; level of theory: ωB97M-V/def2-TZVPD.

Computed properties:
Max |F| = 0.053 hartree/bohr
Calculated total energy = -5479.1032 Eh
E_HOMO (spin up / spin down) = -0.2162 / -0.2422 Ha
2S+1 = 3
Relative energy (zero: lowest compared OMol25 entry of this formula, charge and spin) = 0.0 kcal per mole
⟨S²⟩ = 2.02

Geometry (Å):
Ni1 -1.8562 -0.4294 -1.8680
N1 -1.7112 0.2789 0.0762
S1 -1.3302 -0.2881 1.3661
N2 0.2840 -0.6015 1.6580
S2 1.3453 0.4497 1.2858
N3 1.4361 1.1609 -0.0736
S3 1.3224 0.4786 -1.6059
N4 0.0632 0.1646 -2.2122
C1 2.3829 1.5552 -2.5439
C2 3.0525 2.6124 -1.9133
C3 3.6903 3.5444 -2.6829
C4 3.6677 3.5070 -4.0668
C5 3.0117 2.4328 -4.7106
C6 2.3767 1.4608 -3.9353
C7 2.3202 -1.0862 -1.4169
C8 3.7103 -1.2472 -1.5829
C9 4.3023 -2.4705 -1.4240
C10 3.5654 -3.5624 -0.9710
C11 2.1793 -3.3963 -0.7593
C12 1.5568 -2.1683 -1.0521
C13 1.3692 1.7514 2.4914
C14 0.6803 2.9129 2.1023
C15 0.5638 3.9100 3.0775
C16 0.9595 3.6779 4.4172
C17 1.5983 2.4732 4.7668
C18 1.8481 1.5514 3.7824
C19 2.8746 -0.3467 1.6866
C20 4.0448 0.3241 1.3635
C21 5.2418 -0.2342 1.7721
C22 5.3569 -1.4212 2.5110
C23 4.1779 -2.0263 2.8760
C24 2.9499 -1.5052 2.4556
C25 -1.8935 -1.9184 1.7033
C26 -1.1868 -2.9669 2.3087
C27 -1.7697 -4.2091 2.4424
C28 -3.0558 -4.4152 1.9474
C29 -3.6368 -3.4265 1.1802
C30 -3.0523 -2.1574 1.0603
C31 -1.8343 0.7500 2.6698
C32 -2.5191 1.9571 2.3222
C33 -2.8938 2.8647 3.2816
C34 -2.5269 2.6902 4.6743
C35 -1.8083 1.5340 5.0120
C36 -1.4741 0.5720 4.0137
H1 2.9599 2.7569 -0.8678
H2 4.2374 4.2835 -2.1321
H3 4.1823 4.2670 -4.5456
H4 2.9498 2.4500 -5.7968
H5 1.8180 0.6474 -4.4064
H6 4.3224 -0.3239 -1.7573
H7 5.3972 -2.5681 -1.5123
H8 4.0711 -4.5059 -0.7391
H9 1.6266 -4.2375 -0.3341
H10 0.4709 -2.0321 -1.0806
H11 0.3712 3.0106 1.0220
H12 0.0399 4.8343 2.9248
H13 0.8449 4.4861 5.1034
H14 1.8437 2.3348 5.7847
H15 2.4211 0.6417 4.0384
H16 4.0997 1.2223 0.8004
H17 6.1537 0.1749 1.3879
H18 6.3565 -1.7199 2.7598
H19 4.1636 -2.9795 3.4032
H20 2.0728 -2.1329 2.5618
H21 -0.1893 -2.8260 2.6566
H22 -1.2242 -4.9564 3.0183
H23 -3.5123 -5.3868 2.0547
H24 -4.5593 -3.6560 0.6227
H25 -3.4670 -1.3867 0.4887
H26 -2.8061 2.0852 1.2632
H27 -3.3217 3.7681 2.8999
H28 -2.7759 3.4479 5.4320
H29 -1.4989 1.2990 6.0004
H30 -0.9323 -0.2699 4.3745
O1 -4.7072 -0.1427 -3.0129
C37 -3.7703 0.3430 -2.4202
Cl1 -0.6828 -4.3489 -7.5273
C38 -1.0989 -3.9162 -5.8601
C39 -2.2425 -3.1558 -5.5889
C40 -2.4481 -2.7314 -4.3012
C41 -1.5493 -3.0627 -3.2346
C42 -1.9328 -2.5598 -1.9231
C43 -0.3746 -3.7481 -3.5267
C44 -0.2004 -4.1823 -4.8721
H31 -2.9244 -2.9688 -6.3935
H32 -3.2870 -2.1011 -4.0542
H33 -1.4573 -3.0783 -1.0978
H34 -3.0035 -2.8133 -1.7518
H35 0.3865 -3.9802 -2.7925
H36 0.6676 -4.8178 -5.1532
N5 -3.8559 6.1750 1.1410
C45 -3.9357 5.1930 0.5110
C46 -3.9084 4.0450 -0.3854
C47 -4.9261 3.1080 -0.2027
C48 -4.9837 1.9210 -0.8764
C49 -3.9770 1.7197 -1.8060
C50 -2.9132 2.6144 -2.0369
C51 -2.8649 3.7655 -1.3005
H37 -5.6888 3.3160 0.5551
H38 -5.7253 1.1750 -0.7692
H39 -2.0386 2.3604 -2.6518
H40 -2.0563 4.4064 -1.5790

Mulliken atomic charge list, values in e, 6 entries: -0.12 0.18 1.78 0.26 0.84 0.11


C36H31BeBrCl2Ge2N4O as an isolated structure in a non-equilibrium geometry. Source: the OMol25 dataset; level of theory: ωB97M-V/def2-TZVPD.

Computed properties:
Max |F| = 0.032 hartree/bohr
Calculated total energy = -9347.8516 Eh
E_HOMO (spin up / spin down) = -0.0920 / -0.1427 Ha
2S+1 = 2
Total charge = -1
⟨S²⟩ = 0.83

Geometry (Å):
Be1 0.3148 0.6122 0.7404
Br1 -7.0286 4.7372 -1.6070
C1 -6.4702 3.9426 0.0426
C2 -6.9128 4.4816 1.2393
C3 -6.5548 3.8840 2.4244
C4 -5.7373 2.7368 2.4428
C5 -5.2869 2.2329 1.2002
C6 -5.6581 2.8200 0.0175
N1 -5.5951 2.0418 3.5987
N2 -4.6080 1.2814 3.8765
C7 -3.3640 1.5214 3.3995
C8 -2.8805 2.8173 3.1149
C9 -1.6594 3.0332 2.5183
C10 -0.8956 1.9440 2.0966
O1 0.1610 2.0232 1.2917
C11 -1.3152 0.6527 2.4257
N3 -0.5578 -0.3399 1.8631
C12 -0.9096 -1.6034 2.1197
C13 -2.0133 -1.9385 2.8778
C14 -2.8501 -0.9347 3.3715
C15 -2.5094 0.3989 3.1448
H1 -7.5393 5.3606 1.2371
H2 -6.8943 4.2886 3.3660
H3 -4.6778 1.3411 1.1817
H4 -5.3185 2.4029 -0.9184
H5 -3.4987 3.6664 3.3787
H6 -1.3191 4.0371 2.3096
H7 -0.2832 -2.3616 1.6700
H8 -2.2513 -2.9790 3.0503
H9 -3.7647 -1.1590 3.9007
C16 0.9880 -1.9274 -4.2527
Ge1 1.3643 -2.6507 -2.4285
C17 2.5090 -4.2895 -2.6372
C18 -0.3996 -3.2474 -1.7281
Ge2 2.2589 -0.9311 -0.9175
C19 2.4259 -1.6742 0.9080
C20 2.6182 -3.0375 1.0904
C21 2.9765 -3.5514 2.3229
C22 3.1572 -2.6948 3.3954
C23 2.9484 -1.3345 3.2362
C24 2.5876 -0.8302 1.9990
C25 4.2272 -0.6043 -1.2102
C26 4.9886 0.0590 -0.2618
C27 6.3503 0.2306 -0.4454
C28 6.9652 -0.2685 -1.5812
C29 6.2149 -0.9475 -2.5268
C30 4.8557 -1.1140 -2.3362
H10 0.1596 -2.4719 -4.7005
H11 1.8499 -2.0064 -4.9100
H12 0.7108 -0.8791 -4.1778
H13 2.5359 -4.5937 -3.6787
H14 2.0965 -5.1088 -2.0581
H15 3.5269 -4.1066 -2.3045
H16 -0.8230 -4.0193 -2.3683
H17 -1.0938 -2.4112 -1.6947
H18 -0.3127 -3.6478 -0.7211
H19 2.4944 -3.7034 0.2432
H20 3.1302 -4.6161 2.4426
H21 3.4724 -3.0890 4.3521
H22 3.0825 -0.6721 4.0803
H23 2.4341 0.2363 1.8695
H24 4.5085 0.4433 0.6292
H25 6.9339 0.7509 0.3027
H26 8.0266 -0.1240 -1.7325
H27 6.6910 -1.3449 -3.4128
H28 4.2622 -1.6365 -3.0787
Cl1 -1.9857 0.6851 -0.5044
C31 -1.0023 1.3327 -1.7611
C32 -1.6130 2.0863 -2.7412
C33 -0.8790 2.5426 -3.8217
C34 0.4677 2.2415 -3.8864
C35 1.0616 1.5061 -2.8808
Cl2 2.7330 1.1303 -3.0159
C36 0.3764 1.0246 -1.7499
N4 0.9461 0.3287 -0.7355
H29 -2.6693 2.2962 -2.6623
H30 -1.3445 3.1151 -4.6049
H31 1.0648 2.5826 -4.7188

natural (NBO) atomic charge list, values in e, 6 entries: 1.67 -0.01 -0.15 -0.24 -0.24 0.12


An isolated ion of composition C4H9NO2S and charge +1 in a non-equilibrium geometry. Source: the OMol25 dataset; level of theory: ωB97M-V/def2-TZVPD.

Computed properties:
Max |F| = 0.022 hartree/bohr
Calculated total energy = -760.9253 Eh
E_HOMO (spin up / spin down) = -0.5289 / -0.5248 Ha
2S+1 = 2
Total charge = +1
Relative energy (zero: lowest compared OMol25 entry of this formula, charge and spin) = 0.0 kcal per mole
⟨S²⟩ = 0.75

Geometry (Å):
O1 2.8189 -0.0226 0.4561
C1 1.9168 -0.3836 -0.2342
O2 2.0614 -0.9463 -1.4506
C2 0.4367 -0.3234 0.1272
C3 -0.3721 0.4972 -0.8828
C4 -1.8265 0.6700 -0.4067
S1 -2.4961 -0.8226 0.4405
N1 0.1688 0.0464 1.4999
H1 3.0254 -1.0278 -1.6042
H2 0.1478 -1.3917 0.0122
H3 -0.3214 -0.0221 -1.8431
H4 0.0309 1.5239 -0.9225
H5 -2.5861 0.8874 -1.1608
H6 -1.8843 1.4149 0.3800
H7 -2.3009 -0.3416 1.6900
H8 0.5250 -0.6549 2.1387
H9 0.6559 0.8969 1.7602

natural (NBO) atomic charge list, values in e, 6 entries: -0.55 0.77 -0.68 -0.17 -0.41 -0.52


C19H38BrIO7ScSeSi4Te as an isolated structure in a non-equilibrium geometry. Source: the OMol25 dataset; level of theory: ωB97M-V/def2-TZVPD.

Computed properties:
Max |F| = 0.080 hartree/bohr
Calculated total energy = -8733.5286 Eh
E_HOMO = -0.1628 Ha
Total charge = -1
Relative energy (zero: lowest compared OMol25 entry of this formula, charge and spin) = 27.5 kcal per mole

Geometry (Å):
Sc1 14.6803 13.4397 8.8574
C1 18.1167 14.8498 10.6438
C2 17.4328 13.9222 9.6451
C3 18.3056 13.7625 8.3877
O1 16.3082 14.7083 9.1442
C4 16.9129 12.6384 10.3875
O2 17.6528 11.9304 11.0271
O3 15.5887 12.4138 10.2464
H1 18.4805 15.6512 10.0153
H2 18.9184 14.3966 11.2768
H3 17.4203 15.2710 11.3560
H4 18.4498 14.7018 7.9019
H5 17.8499 13.2255 7.5572
H6 19.3063 13.3809 8.5523
H7 16.4747 15.3857 7.7864
O4 15.2791 13.1020 6.8646
Se1 14.9592 14.6595 6.3352
O5 14.7788 14.8216 4.6594
O6 13.8149 15.0797 7.5980
O7 16.4027 15.5798 6.7806
C5 8.0443 14.3648 12.2692
Si1 8.6345 15.1384 10.6798
C6 7.0072 15.2782 9.7806
C7 9.5043 16.7127 11.2423
Si2 10.1713 13.7386 9.4379
Te1 12.0534 13.3132 11.0122
Si3 10.2738 14.8623 7.2419
C8 11.0263 16.5529 7.5788
C9 8.6231 15.1572 6.3999
C10 11.2249 13.9672 5.8770
Si4 9.1784 11.5240 9.2412
C11 10.0306 10.3682 10.4888
C12 7.2745 11.4496 9.4708
C13 9.6382 10.8785 7.4785
H8 7.2807 15.0804 12.6747
H9 8.8149 14.1731 12.9962
H10 7.6150 13.3515 12.1267
H11 7.0295 15.3435 8.7265
H12 6.4546 16.1866 10.0782
H13 6.3591 14.3870 9.9798
H14 9.9515 16.4157 12.2166
H15 8.7328 17.5158 11.3278
H16 10.2542 16.9807 10.4926
H17 10.1402 17.2078 7.7815
H18 11.6715 16.8893 6.7608
H19 11.5557 16.4766 8.5295
H20 8.1600 16.1302 6.6424
H21 7.9205 14.3560 6.7249
H22 8.6887 15.0529 5.2980
H23 12.0017 13.2904 6.2843
H24 11.8177 14.6940 5.2541
H25 10.6064 13.4452 5.1515
H26 11.0392 10.1220 10.1863
H27 9.4255 9.4094 10.5939
H28 10.0456 10.9228 11.4340
H29 6.8160 11.3498 8.4530
H30 6.8812 12.3746 10.0232
H31 7.0562 10.6179 10.1326
H32 10.6388 10.9028 7.1499
H33 9.0771 11.5366 6.7454
H34 9.2511 9.8328 7.4499
Br1 13.4684 6.9172 9.1367
C14 14.7358 7.4159 7.7865
C15 15.5694 6.4880 7.1398
C16 16.4857 6.9453 6.2329
C17 16.7162 8.3280 6.0122
C18 15.9846 9.2292 6.6362
C19 14.9548 8.8013 7.4602
I1 13.6355 10.2985 8.3373
H35 15.4314 5.4636 7.2722
H36 17.1485 6.1674 5.8449
H37 17.4468 8.6872 5.2667
H38 16.1494 10.3036 6.4878

Mulliken atomic charge list, values in e, 6 entries: 1.30 -1.77 2.34 -2.04 -0.79 0.09